DFT (ωB97M-V with the def2-TZVPD basis set) results for an isolated molecule of C9H10N2OS2 at a distorted geometry.

Calculated values
**Frontier orbital gap**: 8.5914 eV
**LUMO level**: -0.07 eV
**HOMO**: -8.7 eV
**ΔE to the lowest compared entry with this formula, charge and spin**: 4.2 kcal/mol
**Energy**: -36191.7953 eV

The geometry in XYZ format:
```
24
Properties=species:S:1:pos:R:3:forces:R:3:lowdin_charge:R:1
O 2.43551 0.45204 3.42328 -0.285 -0.442 -0.077 -0.513
N -0.08556 -0.51124 0.70936 1.262 0.875 1.715 0.049
S 2.46740 0.02539 0.27548 -1.692 -0.387 -0.179 1.044
C 1.01092 -0.11407 1.31584 -1.328 -0.155 -1.816 -0.682
C -0.59827 -1.22600 -2.85276 -1.070 -0.151 0.668 -0.084
C 0.70145 -1.02875 -3.31469 -0.219 0.057 0.079 -0.096
C -0.92057 -1.07542 -1.49547 -0.323 -0.149 -1.167 -0.009
C 1.70143 -0.64242 -2.44061 1.511 -0.088 0.077 -0.090
C 0.09443 -0.66895 -0.64526 0.386 -0.336 0.761 -0.346
C 1.40761 -0.48070 -1.08205 0.451 0.535 -0.034 -0.436
N 0.22529 1.69695 3.34045 1.769 -0.288 -0.369 -0.421
S 1.02371 0.14072 3.11313 0.559 0.976 0.649 0.941
C -1.12161 1.71022 2.82619 0.109 0.296 0.101 -0.150
C 0.52805 2.22378 4.68918 -1.604 -0.640 0.226 -0.122
H -1.37943 -1.51096 -3.57322 0.409 0.090 0.451 0.108
H 0.85691 -1.20295 -4.37517 0.405 0.171 0.195 0.106
H -1.92563 -1.26226 -1.08510 0.611 0.159 -0.347 0.123
H 2.75704 -0.52553 -2.76399 -0.922 -0.029 0.029 0.119
H -1.02123 1.84267 1.75943 -0.440 -0.135 -0.380 0.068
H -1.67790 2.55930 3.21463 0.056 0.054 0.174 0.087
H -1.65766 0.79555 3.05408 -0.385 -0.256 -0.006 0.074
H 0.14391 3.24690 4.80514 0.076 -0.291 -0.389 0.090
H 0.02574 1.60459 5.45075 -0.043 0.169 0.092 0.081
H 1.56400 2.21803 4.95352 0.708 -0.037 -0.455 0.059
```
Forces are in eV/Å.